1.
{"formula": "C4H4Cl2N4O2", "method": "ωB97M-V with the def2-TZVPD basis set", "species": ["O", "C", "N", "C", "O", "N", "C", "C", "Cl", "N", "Cl", "N", "H", "H", "H", "H"], "positions_angstrom": [[-1.0140, -2.0452, -0.9254], [-0.5507, -0.9637, -0.6854], [-1.0831, 0.1929, -1.1139], [-0.7696, 1.4746, -0.6095], [-1.1047, 2.4597, -1.1414], [-0.1048, 1.5223, 0.6272], [0.9970, 0.5400, 0.5272], [1.9126, 0.8956, -0.6868], [2.9151, -0.4794, -1.3030], [2.1574, 2.1002, -0.8896], [3.3289, 2.4850, -2.0422], [0.4830, -0.7563, 0.2534], [-1.6316, 0.3616, -1.9479], [0.1211, 2.4539, 0.8728], [1.6676, 0.5471, 1.5083], [0.6508, -1.5545, 0.8664]], "forces_ev_per_a": [[0.304, -0.546, -0.472], [0.434, -0.978, 2.200], [0.144, 3.357, -0.658], [0.492, -1.442, 2.249], [-1.468, 2.413, -1.961], [0.369, -2.868, -0.821], [1.140, 0.336, 1.087], [1.723, -1.196, 1.280], [-0.933, 1.055, 0.254], [-0.170, 0.513, -0.619], [0.135, 0.245, -0.128], [-1.178, -1.223, 0.169], [-0.032, -1.051, -0.073], [0.534, 0.897, 0.034], [-1.464, -0.106, -2.157], [-0.031, 0.594, -0.384]], "e_tot_ev": -39312.694, "smiles": "O=C1NC(=O)NC(/C(Cl)=N/Cl)N1", "charge": 0, "relative_energy_kcal_mol": 0.00, "max_force_ev_per_a": 3.439}

=====

2.
{"formula": "C11H18", "method": "ωB97M-V with the def2-TZVPD basis set", "species": ["C", "C", "C", "C", "C", "C", "C", "H", "H", "H", "H", "H", "H", "H", "H", "C", "C", "C", "C", "H", "H", "H", "H", "H", "H", "H", "H", "H", "H"], "positions_angstrom": [[-1.3905, 1.0858, -1.0503], [-2.2577, 1.0678, 0.0871], [-1.9351, 1.9253, 1.1862], [-2.4427, 1.7443, 2.4461], [-3.3555, 0.7874, 2.6783], [-3.6904, -0.0784, 1.6891], [-3.1008, -0.0465, 0.4116], [-1.7114, 0.6493, -1.9638], [-0.3699, 0.7791, -0.9074], [-1.1220, 2.1080, -1.4273], [-1.3056, 2.6954, 0.9571], [-1.8006, 2.3107, 3.2077], [-3.7686, 0.6466, 3.6830], [-4.4077, -0.8712, 1.8617], [-3.2156, -0.9173, -0.3012], [2.4620, -0.3794, 0.4383], [2.2035, -1.1049, -0.8294], [2.1880, -0.2548, -2.0928], [3.1368, -2.3787, -1.0358], [3.3608, 0.3542, 0.3046], [2.7848, -0.8707, 1.2841], [1.6257, 0.3573, 0.7426], [1.1657, -1.5641, -0.7903], [3.2229, -0.0062, -2.4797], [1.9171, -0.8478, -2.9601], [1.7432, 0.8057, -1.9821], [3.0113, -2.9168, -0.2374], [2.8879, -2.9743, -1.8340], [4.1643, -2.1058, -1.0859]], "forces_ev_per_a": [[1.788, 2.380, -2.766], [-0.951, -1.659, 3.730], [-2.089, -2.298, -1.788], [3.337, 2.460, 0.652], [-1.195, -0.809, 2.117], [-0.523, -1.381, -1.988], [0.657, 0.800, -0.549], [-0.695, -0.959, -0.539], [0.347, -0.951, 0.671], [-0.726, -0.164, 0.572], [1.878, 1.934, -0.227], [-1.875, -0.667, -0.551], [0.116, 0.028, -0.386], [0.045, -0.037, 0.251], [-0.096, 1.298, 0.809], [0.605, 4.970, -0.865], [-1.087, -2.445, -1.455], [1.856, 1.979, -0.446], [-0.178, 5.101, -1.514], [-1.289, -1.045, -0.143], [0.155, -1.860, 1.736], [0.991, -1.334, -0.519], [0.894, 0.503, 0.217], [-0.434, -0.117, 1.065], [-1.199, 0.162, -0.009], [0.025, -1.959, -0.331], [-0.549, -3.260, 4.704], [-0.737, -1.053, -2.241], [0.929, 0.383, -0.208]], "e_tot_ev": -11696.987, "smiles": "Cc1ccccc1.CC(C)C", "charge": 0, "relative_energy_kcal_mol": 52.89, "max_force_ev_per_a": 5.750}

=====

3.
{"formula": "C52H48AsCdN3OS", "method": "ωB97M-V with the def2-TZVPD basis set", "species": ["Cd", "C", "C", "C", "C", "C", "C", "C", "C", "C", "C", "H", "H", "H", "H", "H", "H", "H", "H", "H", "H", "H", "H", "H", "H", "C", "C", "N", "C", "C", "C", "C", "C", "C", "C", "C", "C", "N", "C", "H", "H", "H", "H", "H", "H", "H", "H", "O", "As", "C", "C", "C", "C", "C", "C", "C", "C", "C", "C", "C", "C", "C", "C", "C", "C", "C", "C", "H", "H", "H", "H", "H", "H", "H", "H", "H", "H", "H", "H", "H", "H", "H", "N", "S", "C", "C", "C", "C", "C", "C", "C", "C", "C", "C", "C", "C", "H", "H", "H", "H", "H", "H", "H", "H", "H", "H", "H"], "positions_angstrom": [[-0.6303, 0.8520, -0.5014], [-1.0476, 0.4011, 5.7184], [0.3379, -0.2727, 5.6995], [1.4412, 0.7836, 5.7026], [0.5102, -1.3778, 4.7020], [-0.6212, -2.0787, 4.2818], [-0.5584, -3.0589, 3.3098], [0.6248, -3.3460, 2.6423], [0.6582, -4.4746, 1.6069], [1.7696, -2.6825, 3.1049], [1.7519, -1.7359, 4.0938], [-1.0187, 1.3144, 6.3345], [-1.7569, -0.2347, 6.2181], [-1.4156, 0.6083, 4.7094], [0.4587, -0.7704, 6.6941], [1.5844, 1.2786, 4.7418], [2.3984, 0.3890, 6.0128], [1.1837, 1.5539, 6.4412], [-1.5689, -1.7729, 4.6976], [-1.4116, -3.6056, 3.0698], [1.5906, -5.0323, 1.6963], [0.5669, -4.1490, 0.5819], [-0.1339, -5.1857, 1.8148], [2.7237, -2.8624, 2.6155], [2.6694, -1.2657, 4.4626], [-0.7058, 4.0937, 2.8618], [-0.4795, 2.9716, 2.1021], [-0.7985, 2.8433, 0.8038], [-1.4759, 3.8387, 0.1815], [-1.6793, 5.0720, 0.8675], [-1.2613, 5.2105, 2.2292], [-2.3470, 6.1297, 0.2046], [-2.8389, 5.9375, -1.0596], [-2.5775, 4.7464, -1.8251], [-3.0725, 4.5358, -3.1238], [-2.8243, 3.3353, -3.7709], [-2.0977, 2.3550, -3.0785], [-1.6122, 2.5078, -1.8226], [-1.9119, 3.6426, -1.1663], [-0.4142, 4.0739, 3.8889], [-0.1247, 2.1026, 2.6222], [-1.4360, 6.1170, 2.7845], [-2.5334, 7.0685, 0.7175], [-3.3661, 6.7166, -1.5863], [-3.5904, 5.3205, -3.6653], [-3.0660, 3.1445, -4.8150], [-1.8778, 1.4210, -3.6313], [1.4294, 1.0372, -1.2382], [3.0498, 0.4846, -1.3319], [4.0763, 0.8313, 0.3211], [5.2933, 0.1826, 0.6420], [5.8957, 0.3859, 1.8785], [5.3154, 1.2589, 2.8398], [4.1882, 1.9838, 2.4978], [3.6019, 1.8069, 1.2427], [2.9931, -1.3953, -1.8674], [2.0832, -1.7126, -2.8765], [2.0368, -3.0143, -3.3945], [2.8767, -4.0240, -2.8598], [3.8036, -3.6530, -1.8896], [3.8660, -2.3644, -1.3734], [4.0038, 1.2324, -2.8435], [3.2307, 1.9714, -3.7152], [3.7838, 2.4919, -4.8923], [5.1619, 2.3345, -5.0732], [5.9811, 1.6612, -4.1407], [5.3953, 1.0909, -3.0132], [5.7816, -0.4919, -0.0362], [6.8317, -0.1244, 2.0839], [5.7574, 1.4056, 3.8685], [3.8201, 2.6901, 3.2121], [2.7609, 2.4366, 0.8963], [1.4435, -0.9335, -3.2675], [1.3343, -3.2646, -4.1882], [2.7839, -5.0714, -3.1032], [4.5109, -4.4057, -1.5077], [4.5766, -2.1385, -0.5552], [2.1590, 2.1160, -3.4782], [3.1875, 2.9391, -5.6695], [5.6612, 2.8920, -5.8842], [7.0714, 1.5736, -4.2825], [6.0108, 0.6035, -2.2046], [-2.3498, -0.6812, -0.3104], [-2.6207, -2.0619, -1.1463], [-3.7600, -3.0062, -0.0880], [-5.0246, -2.5101, 0.1948], [-5.9185, -3.3289, 0.8849], [-5.5481, -4.6553, 1.2306], [-4.2814, -5.1363, 0.9024], [-3.3779, -4.2765, 0.2508], [-3.6739, -1.5800, -2.4941], [-4.0291, -2.4909, -3.4799], [-4.7023, -2.0735, -4.6134], [-5.0538, -0.7325, -4.7183], [-4.8366, 0.1632, -3.6727], [-4.1669, -0.2876, -2.5354], [-2.3445, -0.9290, 0.6926], [-5.3210, -1.5585, -0.1730], [-6.9199, -3.0017, 1.0694], [-6.3126, -5.2947, 1.7426], [-3.9985, -6.1722, 1.1687], [-2.3885, -4.6409, -0.0380], [-3.6063, -3.4878, -3.3247], [-4.8561, -2.7843, -5.4354], [-5.5327, -0.3675, -5.6352], [-5.1490, 1.1887, -3.7267], [-4.0000, 0.4295, -1.7121]], "forces_ev_per_a": [[-0.142, 0.000, -0.278], [0.452, 0.016, 0.170], [0.513, 0.082, 1.556], [-0.142, 0.375, 0.163], [0.280, -0.374, -1.294], [0.350, 0.686, 0.130], [1.243, 0.583, -0.065], [0.031, -0.474, 0.368], [0.436, 0.293, 0.911], [0.503, -0.320, -1.181], [-1.181, 0.940, 1.422], [0.072, -0.208, -0.444], [-0.484, -0.329, 0.013], [0.016, 0.179, 0.075], [-0.239, 0.311, -0.458], [-0.083, -0.005, -0.218], [0.293, -0.223, -0.023], [0.087, -0.125, -0.188], [-0.189, -0.342, 0.066], [-1.492, -0.794, -0.422], [0.065, 0.056, -0.086], [-0.031, 0.307, -0.368], [-0.230, -0.050, -0.003], [-0.036, -0.264, 0.071], [-0.275, -0.182, -0.402], [-0.472, 1.668, -0.948], [-0.509, -0.700, -1.076], [-0.335, -0.688, 0.769], [1.044, 0.399, 1.461], [0.295, -0.329, 0.643], [0.151, -1.648, -0.386], [-0.986, 0.119, -1.306], [0.761, 0.204, 0.106], [-0.225, -1.279, 1.342], [0.362, -0.237, -0.532], [0.563, 0.101, 0.667], [0.611, -0.149, 0.247], [-1.033, -0.567, -1.243], [-0.324, 1.603, -1.429], [0.021, 0.191, 0.477], [0.503, -0.446, -0.183], [-0.056, 0.239, -0.113], [0.072, -0.152, -0.023], [-0.132, 0.241, 0.134], [-0.009, 0.075, 0.234], [-0.246, 0.145, 0.344], [0.036, 0.520, 0.732], [0.973, -0.179, 0.066], [0.007, -0.452, 0.224], [0.186, 0.533, 0.891], [-0.784, 0.263, 0.207], [-0.373, 0.728, 0.688], [0.932, -0.636, 0.206], [0.290, -0.378, -0.689], [-0.652, -0.403, -1.211], [0.110, 0.104, 0.561], [0.359, -0.533, -0.193], [0.232, -0.487, 0.529], [-0.388, 1.439, 0.269], [0.460, -0.711, 0.285], [0.165, 0.345, 0.359], [0.098, 0.631, 0.602], [-1.008, 0.061, -0.690], [0.992, -0.792, 0.638], [0.588, 0.682, 0.000], [-0.253, -0.062, 0.044], [0.008, -0.297, 0.809], [0.020, -0.184, -0.267], [-0.161, 0.061, 0.095], [-0.376, -0.316, -1.433], [-0.389, 0.376, 0.077], [0.343, -0.447, 0.549], [-0.121, -0.030, -0.136], [0.108, 0.107, 0.209], [0.022, 0.066, -0.466], [-0.487, 0.374, -0.127], [-0.532, -0.180, -0.686], [0.677, -0.122, -0.282], [-0.118, 0.354, 0.128], [-0.382, -0.696, 0.216], [-0.745, 0.199, -0.006], [-0.649, 0.444, -1.152], [0.849, 0.805, 0.735], [-0.101, -0.944, 0.663], [0.088, 0.645, -0.778], [-0.351, -0.937, 0.516], [0.978, -0.823, -0.346], [-0.635, 0.314, 0.139], [-0.032, 0.018, 0.332], [0.377, -1.312, 0.153], [-0.993, 0.923, 0.235], [1.381, -0.570, 0.522], [0.270, -0.290, -0.164], [-0.581, 0.520, -0.525], [0.300, -1.081, 0.097], [0.140, 1.207, 0.244], [-0.212, -0.008, -0.667], [-0.237, 0.725, -0.111], [-0.341, 0.234, 0.178], [0.966, 0.584, -0.563], [-0.117, 0.811, -0.281], [-0.283, 0.084, 0.143], [-0.464, 0.006, -0.556], [-0.135, 0.430, 0.433], [0.176, -0.232, 0.393], [-0.195, 0.225, -0.102], [0.092, -0.639, -0.433]], "e_tot_ev": -137445.373, "charge": 2, "max_force_ev_per_a": 2.171}

=====

Sequential E_LUMO output: -0.12; 0.94; -5.39 eV